Entry from OMol25: a molecular structure, C27H15BrCoN7OS at a distorted geometry (ωB97M-V/def2-TZVPD).

Each line ends with the Löwdin charge.
Geometry (Å):
Co (-0.043, 1.771, -2.735)  0.629
Br (4.714, -3.339, 2.080)  0.759
C (2.863, -3.349, 1.669)  -0.679
C (2.335, -4.361, 0.870)  -0.110
C (0.994, -4.351, 0.552)  -0.010
C (0.173, -3.299, 0.986)  -0.287
C (0.711, -2.309, 1.824)  -0.026
C (2.043, -2.348, 2.175)  -0.117
N (-1.164, -3.368, 0.714)  0.095
N (-2.010, -2.607, 0.320)  0.129
C (-1.875, -1.270, -0.211)  -0.271
C (-3.403, 0.204, 0.456)  -0.142
C (-3.448, 1.550, -0.104)  0.131
C (-2.677, 1.469, -1.327)  -0.339
O (-2.099, 2.590, -1.894)  0.136
C (-1.529, -0.363, -2.383)  -0.181
N (-0.874, 0.174, -3.416)  0.050
C (0.461, -0.079, -3.513)  -0.190
C (1.134, -0.861, -2.563)  -0.023
C (0.459, -1.333, -1.449)  0.032
C (-0.905, -1.058, -1.339)  -0.055
H (2.973, -5.156, 0.516)  0.108
H (0.569, -5.123, -0.071)  0.122
H (0.070, -1.549, 2.236)  0.072
H (2.447, -1.594, 2.832)  0.095
H (-4.167, -0.031, 1.189)  0.157
H (-3.671, 2.462, 0.411)  0.134
H (0.921, 0.159, -4.468)  0.124
H (2.178, -1.090, -2.703)  0.118
H (0.996, -1.879, -0.693)  0.097
S (0.837, 0.995, 4.398)  1.078
N (1.532, 2.075, 3.433)  -0.210
C (0.957, 2.039, 2.241)  -0.277
C (1.364, 2.765, 1.079)  -0.072
C (2.452, 3.637, 0.987)  0.046
C (2.775, 4.144, -0.254)  -0.012
C (2.080, 3.709, -1.385)  -0.075
N (1.026, 2.910, -1.321)  0.075
C (0.620, 2.517, -0.087)  -0.115
C (-0.588, 1.746, -0.021)  -0.080
N (-1.259, 1.668, -1.208)  -0.071
C (-2.912, 0.088, -1.985)  -0.031
C (-3.241, -0.761, -0.742)  -0.087
C (-1.947, -0.189, 0.960)  -0.047
C (-0.893, 0.878, 1.016)  -0.008
C (-0.094, 1.056, 2.177)  -0.289
N (-0.230, 0.414, 3.337)  -0.231
H (3.012, 3.883, 1.877)  0.132
H (3.586, 4.844, -0.365)  0.118
H (2.397, 4.020, -2.370)  0.124
H (-3.654, 0.094, -2.779)  0.169
H (-4.006, -1.515, -0.888)  0.160
H (-1.995, -0.678, 1.935)  0.142

Values from the calculation:
- DFT total energy: -159212.267 eV
- Spin multiplicity: 4
- Total charge: +1
- HOMO level (spin up / spin down): -10.46 / -10.47 eV